(1)
This record from OMol25 describes a molecular structure, C29H31AsB2F4N6O4W in a non-equilibrium geometry. The level of theory is wB97M-V/def2-TZVPD.

Last column: Löwdin charge in e.
Atoms and positions in Å:
W -0.03 -0.23 -1.07  1.69
C 4.23 -1.53 -1.68  0.07
C 2.77 -1.44 -1.52  -0.18
N 2.12 -0.40 -1.15  -0.10
O 2.85 0.70 -0.84  0.06
B 3.02 1.65 -1.87  -0.80
F 3.40 2.84 -1.53  0.36
F 2.82 1.28 -3.12  0.29
O 0.53 1.63 -1.66  -0.21
N 0.20 0.81 -2.69  -0.19
C -0.65 1.00 -3.64  -0.17
C -0.93 2.27 -4.31  0.06
C -1.33 -0.31 -3.90  -0.17
N -1.27 -1.01 -2.83  -0.01
O -1.93 -2.19 -2.88  0.19
B -1.46 -3.25 -2.12  -0.68
F -1.25 -1.30 -0.13  -0.37
F -2.21 -4.31 -2.04  0.37
O -0.22 -3.30 -1.49  0.15
N 0.64 -2.27 -1.48  -0.04
C 1.85 -2.60 -1.73  -0.17
C 2.32 -3.93 -2.15  0.07
C -2.01 -0.69 -5.15  0.06
H 4.73 -0.62 -1.38  0.11
H 4.48 -1.75 -2.72  0.14
H 4.63 -2.36 -1.09  0.13
H -0.37 2.31 -5.26  0.14
H -0.60 3.12 -3.71  0.11
H -1.99 2.35 -4.58  0.12
H 1.57 -4.70 -1.95  0.11
H 3.26 -4.20 -1.67  0.12
H 2.51 -3.92 -3.23  0.14
H -2.12 0.15 -5.83  0.11
H -2.98 -1.15 -4.95  0.12
H -1.43 -1.46 -5.67  0.14
C 4.22 2.07 3.77  -0.01
C 2.95 2.61 3.95  -0.02
C 1.87 2.10 3.25  -0.08
C 2.08 1.06 2.36  -0.35
C 3.35 0.54 2.14  -0.12
C 4.42 1.06 2.84  -0.03
As 0.58 0.35 1.35  1.38
C -0.94 0.72 2.50  -0.27
C -1.61 1.90 2.63  -0.07
C -2.71 1.97 3.50  0.04
C -3.15 0.85 4.22  0.01
C -2.48 -0.34 4.09  0.07
C -1.34 -0.43 3.25  -0.13
C -0.53 -1.57 3.09  -0.13
C -0.69 -2.79 3.81  0.07
C 0.23 -3.80 3.64  0.01
C 1.29 -3.64 2.74  0.05
C 1.45 -2.45 2.01  -0.06
C 0.56 -1.43 2.18  -0.26
H 5.04 2.42 4.38  0.13
H 2.81 3.44 4.63  0.13
H 0.88 2.51 3.41  0.10
H 3.51 -0.27 1.44  0.09
H 5.42 0.66 2.69  0.13
H -1.29 2.78 2.09  0.12
H -3.23 2.92 3.64  0.14
H -4.00 0.93 4.88  0.14
H -2.82 -1.21 4.64  0.14
H -1.51 -2.92 4.51  0.14
H 0.13 -4.72 4.21  0.14
H 2.01 -4.44 2.62  0.14
H 2.29 -2.35 1.34  0.10
C -3.59 3.98 -0.42  0.02
N -3.73 2.55 -0.80  -0.14
C -5.10 2.07 -1.15  0.03
C -2.72 1.76 -0.82  -0.17
N -1.81 1.04 -0.85  0.10
H -4.12 4.16 0.52  0.11
H -4.04 4.59 -1.19  0.11
H -2.54 4.24 -0.31  0.10
H -5.77 2.23 -0.31  0.11
H -5.07 1.02 -1.40  0.10
H -5.46 2.65 -2.00  0.11

Spin multiplicity: 3
Charge: +4
Kohn-Sham gap (alpha / beta): 6.530 / 4.832 eV



(2)
This record from OMol25 describes a molecular structure, C29H31AuF5Ge2I2 in a non-equilibrium geometry. The level of theory is wB97M-V/def2-TZVPD.

Last column: Löwdin charge in e.
Atoms and positions in Å:
Au -1.03 0.03 0.36  0.73
C 1.17 0.70 -4.20  -0.17
C 0.06 0.68 -3.14  -0.35
Ge 0.49 -0.41 -1.52  0.82
C 0.57 -2.36 -1.99  -0.35
C 1.68 -2.71 -2.98  -0.17
C 2.30 0.09 -1.01  -0.27
C 2.61 0.60 0.19  -0.36
Ge 1.06 0.76 1.49  0.77
C 1.09 2.73 1.89  -0.38
C 0.83 3.51 0.61  -0.19
C 1.69 -0.47 2.95  -0.39
C 1.85 -1.89 2.40  -0.19
C 4.00 0.99 0.55  -0.22
C 4.31 1.48 1.82  -0.06
C 5.60 1.85 2.17  -0.08
C 6.63 1.74 1.25  -0.11
C 6.35 1.26 -0.02  -0.10
C 5.06 0.89 -0.36  -0.04
H 0.94 1.42 -4.99  0.06
H 1.28 -0.28 -4.67  0.05
H 2.13 0.98 -3.76  0.06
H -0.87 0.33 -3.58  0.04
H -0.11 1.70 -2.79  0.05
H -0.40 -2.67 -2.39  0.04
H 0.72 -2.90 -1.06  0.06
H 1.48 -2.29 -3.97  0.05
H 1.76 -3.80 -3.10  0.06
H 2.64 -2.34 -2.63  0.06
H 3.07 -0.06 -1.77  0.04
H 2.06 3.01 2.30  0.04
H 0.35 2.98 2.64  0.02
H 1.57 3.27 -0.16  0.06
H 0.87 4.59 0.79  0.06
H -0.16 3.28 0.20  0.05
H 1.00 -0.47 3.79  -0.01
H 2.65 -0.13 3.34  0.04
H 0.89 -2.27 2.02  0.05
H 2.19 -2.58 3.18  0.06
H 2.57 -1.92 1.59  0.06
H 3.52 1.58 2.55  0.07
H 5.79 2.23 3.16  0.10
H 7.64 2.03 1.52  0.09
H 7.14 1.16 -0.75  0.10
H 4.89 0.51 -1.36  0.09
F -2.15 -2.96 -0.25  0.06
C -2.67 -2.12 -1.17  -0.28
C -2.40 -0.77 -1.08  -0.21
C -2.97 0.01 -2.08  -0.31
F -2.78 1.34 -2.05  0.06
C -3.76 -0.50 -3.09  -0.15
F -4.30 0.30 -4.02  0.10
C -3.99 -1.87 -3.14  -0.14
F -4.74 -2.38 -4.12  0.11
C -3.45 -2.68 -2.17  -0.15
F -3.68 -4.00 -2.21  0.11
I -1.63 0.82 3.84  0.83
I -0.99 1.69 6.79  -0.53
C -2.43 0.26 1.99  -0.59
C -3.83 -0.03 2.00  -0.38
C -4.64 0.15 0.86  -0.03
C -5.99 -0.14 0.87  -0.07
C -6.60 -0.62 2.02  -0.07
C -5.84 -0.78 3.17  -0.07
C -4.49 -0.49 3.17  -0.08
H -4.19 0.57 -0.02  0.08
H -6.57 0.02 -0.03  0.11
H -7.66 -0.85 2.02  0.10
H -6.30 -1.14 4.08  0.11
H -3.92 -0.65 4.07  0.05

Charge: -1
Kohn-Sham gap: 5.005 eV
Energy relative to the best compared isomer or geometry (same formula, charge and spin): 0.2997 eV



(3)
This record from OMol25 describes a molecular structure, C29H31BCl3GeI2KN10O2. The level of theory is wB97M-V/def2-TZVPD.

Last column: Löwdin charge in e.
Atoms and positions in Å:
K 0.48 0.30 -0.82  0.61
I -1.56 0.10 -8.76  0.78
C -0.71 -0.04 -6.84  -0.74
C 0.24 -1.01 -6.58  -0.25
C 0.79 -1.06 -5.31  -0.62
I 2.23 -2.52 -4.83  0.85
C 0.43 -0.18 -4.26  -0.50
O 0.97 -0.25 -3.10  -0.31
C -0.56 0.79 -4.58  -0.14
C -1.07 1.72 -3.50  -0.17
N -0.01 2.37 -2.69  -0.10
C 0.08 3.81 -2.83  -0.16
C -0.85 4.53 -1.88  -0.28
C -0.41 5.62 -1.13  -0.03
C -1.29 6.24 -0.27  -0.08
C -2.59 5.77 -0.17  -0.09
C -2.94 4.69 -0.96  -0.16
N -2.10 4.08 -1.80  0.12
C -1.11 0.85 -5.85  -0.13
H 0.55 -1.70 -7.35  0.08
H -1.75 1.19 -2.82  0.10
H -1.67 2.50 -3.97  0.11
H 0.87 1.95 -2.95  0.08
H -0.12 4.15 -3.86  0.13
H 1.10 4.11 -2.59  0.12
H 0.62 5.96 -1.22  0.11
H -0.96 7.08 0.33  0.11
H -3.31 6.22 0.49  0.10
H -3.94 4.28 -0.93  0.11
H -1.86 1.60 -6.07  0.09
C -3.12 0.74 4.62  -0.01
C -2.13 1.57 4.11  -0.14
N -1.21 0.84 3.48  -0.13
N -1.59 -0.45 3.55  0.05
C -2.73 -0.54 4.24  -0.02
B -0.81 -1.63 2.91  -0.68
N -1.14 -1.74 1.42  -0.01
C -0.82 -2.75 0.57  -0.10
C -1.37 -2.47 -0.65  -0.05
C -2.04 -1.24 -0.45  -0.19
N -1.88 -0.80 0.79  0.06
N 0.70 -1.30 3.11  0.07
C 1.68 -2.13 3.47  -0.03
C 2.89 -1.48 3.38  -0.01
C 2.59 -0.22 2.91  -0.14
N 1.26 -0.11 2.75  -0.09
N -1.18 -2.91 3.62  -0.03
C -2.14 -3.80 3.29  -0.08
C -2.34 -4.62 4.36  -0.06
C -1.47 -4.12 5.35  -0.15
N -0.79 -3.08 4.91  0.07
H -3.98 1.02 5.18  0.11
H -2.03 2.64 4.17  0.10
H -3.19 -1.49 4.42  0.13
H -0.24 -3.60 0.90  0.13
H -1.31 -3.05 -1.56  0.11
H -2.59 -0.65 -1.16  0.11
H 1.44 -3.13 3.79  0.13
H 3.87 -1.87 3.61  0.11
H 3.23 0.62 2.70  0.08
H -2.60 -3.79 2.31  0.12
H -3.01 -5.46 4.43  0.09
H -1.32 -4.48 6.36  0.10
Cl 0.89 2.93 4.10  0.27
Ge 0.34 1.65 2.49  -0.09
Cl -1.08 2.54 1.12  0.31
Cl 2.03 2.17 1.09  0.19
C 4.62 -1.83 -1.09  -0.14
C 4.07 -3.06 -0.36  -0.15
C 2.58 -2.75 -0.29  -0.21
O 2.53 -1.34 -0.04  -0.25
C 3.55 -0.74 -0.86  -0.19
H 4.71 -2.03 -2.16  0.10
H 5.60 -1.53 -0.72  0.11
H 4.47 -3.12 0.66  0.11
H 4.28 -3.99 -0.87  0.11
H 2.07 -3.25 0.53  0.10
H 2.08 -2.98 -1.24  0.12
H 3.93 0.13 -0.32  0.10
H 3.11 -0.43 -1.81  0.10

Kohn-Sham gap: 6.212 eV
Energy relative to the best compared isomer or geometry (same formula, charge and spin): 1.0268 eV